No. 1
Formula: C9H22ClN2PPb
Source: OMol25
Level of theory: ωB97M-V with the def2-TZVPD basis set

Summary:
Molecular weight, g/mol: 431.92
Frontier orbital gap, eV: 2.024
HOMO energy, Eh: -0.4854
E, eV: -39706.9959

ORCA input file:
```
! RIJCOSX wB97M-V def2-TZVPD def2/J DEFGRID3
* xyz 2 1
C 0.130 -2.929 0.133
C 1.264 -2.069 -0.502
C 2.722 -2.653 -0.427
N 1.136 -0.944 -1.122
P -0.274 0.052 -0.639
C 0.674 1.582 -1.277
C 2.156 1.660 -0.735
C 2.313 1.339 0.792
N 1.685 2.333 1.689
C -1.802 1.196 -0.325
C -3.158 0.499 0.150
C -3.126 -1.053 0.326
Cl -3.670 1.231 1.804
H -0.083 -2.532 1.162
H 0.537 -3.954 0.279
H -0.828 -2.906 -0.424
H 3.411 -1.890 -0.859
H 3.004 -2.963 0.598
H 2.739 -3.502 -1.159
H -0.129 -0.245 0.746
H -1.059 -0.674 -1.589
H 0.732 1.470 -2.389
H 0.129 2.499 -0.967
H 2.473 2.730 -0.859
H 2.859 1.030 -1.319
H 1.933 0.327 1.076
H 3.415 1.297 0.990
H 1.542 3.215 1.204
H 0.802 1.966 2.036
H -1.584 2.020 0.412
H -2.056 1.729 -1.281
H -3.958 0.776 -0.574
H -2.311 -1.341 1.019
H -4.126 -1.432 0.653
H -2.957 -1.488 -0.684
Pb -4.535 3.626 2.062
*
```

How is the electron density shared among the atoms? According to Löwdin, the charges in e are: -0.0567 -0.4357 -0.0326 -0.1157 0.8039 -0.2699 -0.2299 -0.2978 -0.0040 -0.3896 -0.5944 -0.1257 0.4573 0.0783 0.0918 0.0638 0.0798 0.0886 0.0950 0.0479 0.0603 0.1053 0.0610 0.1177 0.1028 0.0824 0.1187 0.0618 0.0391 0.0462 0.0950 0.1119 0.0704 0.0998 0.0959 1.4773

---

No. 2
Formula: C9H22INP
Source: OMol25
Level of theory: ωB97M-V with the def2-TZVPD basis set

Summary:
Molecular weight, g/mol: 302.16
Frontier orbital gap, eV: 9.493
HOMO energy, Eh: -0.4571
SMILES: CC[C@@](C)([C@H](P)I)[N@@H+](C)C(C)C
E, eV: -28560.5670

ORCA input file:
```
! RIJCOSX wB97M-V def2-TZVPD def2/J DEFGRID3
* xyz 1 1
C -1.431 -2.173 0.978
C 0.435 2.268 -1.572
C -1.934 1.687 -0.936
C 1.076 -1.216 1.684
C 0.256 1.660 1.320
C -0.472 -1.704 -0.157
C -0.458 1.187 -1.042
C 1.877 -0.700 -0.657
C 0.678 -0.810 0.288
N -0.097 0.598 0.252
P 2.431 -2.537 -1.076
I 3.508 0.555 0.030
H -1.794 -1.365 1.703
H -2.185 -2.722 0.355
H -0.992 -2.952 1.644
H -0.155 2.907 -2.314
H 0.697 3.070 -0.861
H 1.380 1.825 -1.945
H -2.164 2.442 -0.180
H -2.538 0.836 -0.816
H -2.380 2.195 -1.888
H 1.915 -0.819 2.228
H 0.164 -1.075 2.355
H 1.252 -2.349 1.556
H 0.041 1.290 2.359
H 1.309 1.884 1.258
H -0.222 2.568 1.216
H 0.033 -2.631 -0.594
H -0.995 -1.118 -1.071
H -0.409 0.426 -1.755
H 1.546 -0.222 -1.685
H -0.929 0.118 0.647
H 3.402 -2.539 -0.032
H 3.136 -1.973 -2.211
*
```

How is the electron density shared among the atoms? According to Löwdin, the charges in e are: -0.0894 -0.0555 -0.0165 -0.0778 0.0186 -0.2349 -0.4105 -0.9120 -0.6008 -0.0523 0.8455 0.8972 0.1028 0.1010 0.0905 0.1229 0.0896 0.0586 0.0888 0.0543 0.1334 0.0594 0.1016 0.1247 0.1237 0.0212 0.0646 0.0736 0.1582 0.0984 0.0661 0.1240 -0.0995 -0.0697

---

No. 3
Formula: C9H22N2Si
Source: OMol25
Level of theory: ωB97M-V with the def2-TZVPD basis set

Summary:
Molecular weight, g/mol: 186.38
Frontier orbital gap, eV: 7.712
HOMO energy, Eh: -0.2585
SMILES: C/C=[Si](\C)N(C)C.C/C=N\CC
E, eV: -20543.5406

ORCA input file:
```
! RIJCOSX wB97M-V def2-TZVPD def2/J DEFGRID3
* xyz 0 1
C 1.788 -2.307 0.335
C 1.606 -0.962 -0.371
C -1.923 -3.000 -1.124
C -2.190 -0.179 1.504
C 2.021 3.331 -0.194
C 0.637 2.099 -1.807
C 1.736 1.249 2.249
C -2.933 -1.826 -0.987
C -1.830 0.030 0.044
N 1.233 2.082 -0.487
N -2.126 -0.603 -0.984
Si 1.553 0.579 0.515
H 2.619 -2.263 0.946
H 0.882 -2.566 0.901
H 1.122 -0.889 -1.301
H -0.921 -2.612 -1.379
H -1.851 -3.550 -0.238
H -2.171 -3.510 -2.006
H -2.754 0.654 1.948
H -2.675 -1.008 1.846
H -1.190 -0.255 2.141
H 2.710 3.203 0.648
H 2.625 3.432 -1.126
H 1.352 4.102 0.002
H -0.134 1.342 -1.805
H 0.182 3.063 -1.762
H 1.447 2.000 -2.617
H 2.840 1.346 2.474
H 1.429 2.227 2.165
H 1.321 0.857 3.092
H -3.586 -1.623 -1.882
H -3.618 -2.058 -0.097
H 1.943 -3.100 -0.316
H -1.145 0.715 -0.325
*
```

How is the electron density shared among the atoms? According to Löwdin, the charges in e are: -0.2078 -0.3014 -0.0742 -0.0434 -0.1169 -0.1445 -0.1783 -0.2654 -0.2485 -0.3606 0.0004 0.7622 0.0245 0.0592 -0.0129 0.0677 0.0473 0.0440 0.0752 0.0161 0.1058 0.0637 0.0911 0.0518 0.0483 0.0687 0.1112 0.0589 -0.0166 -0.0115 0.1117 0.1134 0.0347 0.0262

---

No. 4
Formula: C9H22N4O
Source: OMol25
Level of theory: ωB97M-V with the def2-TZVPD basis set

Summary:
Molecular weight, g/mol: 202.30
Frontier orbital gap (alpha / beta), eV: 6.104 / 6.487
⟨S²⟩: 2.012
HOMO energy (alpha / beta), Eh: -0.4613 / -0.5831
E, eV: -17674.6666

ORCA input file:
```
! RIJCOSX wB97M-V def2-TZVPD def2/J DEFGRID3
* xyz 2 3
C 1.959 -2.948 -0.005
C 0.722 -0.832 0.419
C 3.079 -2.956 -0.958
C -4.415 -1.084 0.558
C 0.859 3.174 -0.557
C -3.826 0.323 0.478
C -2.414 0.366 -0.088
C -1.454 -0.119 1.052
C 2.646 1.517 -0.004
N 1.173 -1.936 0.098
N 1.614 -4.065 0.457
N 0.002 0.094 0.740
N 3.757 2.320 0.787
O 1.459 2.208 0.269
H 2.889 -3.477 -1.819
H 3.208 -1.895 -1.253
H 4.015 -3.343 -0.571
H -4.134 -1.417 -0.392
H -4.058 -1.794 1.403
H -5.559 -0.945 0.714
H 0.436 2.778 -1.522
H 1.508 4.010 -0.988
H -0.047 3.615 -0.048
H -4.493 0.907 -0.205
H -3.827 1.058 1.319
H -2.265 -0.146 -0.973
H -2.227 1.404 -0.054
H -1.672 -1.125 1.152
H -1.635 0.471 1.921
H 3.010 1.530 -1.064
H 2.175 -4.875 0.614
H 0.695 -4.119 0.904
H 0.300 1.111 0.502
H 4.797 1.922 0.693
H 3.496 2.281 1.845
H 3.817 3.285 0.554
*
```

How is the electron density shared among the atoms? According to Löwdin, the charges in e are: -0.4438 -0.1152 0.0260 -0.0968 -0.0662 -0.2877 -0.1826 -0.1004 0.0324 0.2143 0.2298 0.0737 0.1914 -0.2186 0.0714 0.0936 0.1072 0.0456 0.1029 0.1166 0.1178 0.1275 0.1307 0.1259 0.1230 0.0958 0.0865 0.0954 0.1241 0.1572 0.1477 0.1595 0.1328 0.2360 0.2132 0.1333

---

No. 5
Formula: C9H23BaCu2NO6P
Source: OMol25
Level of theory: ωB97M-V with the def2-TZVPD basis set

Summary:
Molecular weight, g/mol: 536.68
Frontier orbital gap (alpha / beta), eV: 5.285 / 5.258
⟨S²⟩: 0.757
HOMO energy (alpha / beta), Eh: -0.4919 / -0.5049
E, eV: -122728.5889

ORCA input file:
```
! RIJCOSX wB97M-V def2-TZVPD def2/J DEFGRID3
* xyz 2 2
Cu 18.927 -11.282 14.029
Cu 17.076 -13.989 13.113
Ba 16.030 -12.055 15.992
O 16.601 -11.842 13.344
H 16.332 -11.342 12.548
C 15.392 -9.592 7.927
O 14.530 -9.311 8.779
N 16.537 -10.222 8.133
C 17.508 -10.405 7.075
C 17.016 -10.754 9.471
H 15.385 -9.374 6.848
H 17.306 -9.883 6.139
H 17.601 -11.476 6.892
H 18.463 -10.158 7.538
H 17.378 -11.783 9.470
H 17.897 -10.200 9.796
H 16.330 -10.748 10.317
C 13.267 -12.149 10.228
C 13.714 -12.061 11.680
O 12.608 -11.498 12.443
P 12.988 -10.599 13.713
O 13.791 -11.267 14.780
O 11.516 -10.182 14.345
C 10.774 -11.095 15.107
C 9.886 -10.336 16.107
O 13.546 -9.259 13.034
C 12.703 -8.583 12.028
C 13.342 -7.271 11.538
H 12.540 -12.948 10.080
H 12.784 -11.213 9.948
H 14.068 -12.247 9.495
H 14.120 -12.982 12.099
H 14.633 -11.475 11.700
H 10.204 -11.707 14.409
H 11.497 -11.698 15.657
H 9.851 -10.831 17.078
H 10.281 -9.342 16.317
H 8.871 -10.070 15.814
H 12.657 -9.311 11.219
H 11.655 -8.518 12.324
H 12.604 -6.698 10.977
H 13.695 -6.630 12.346
H 14.115 -7.352 10.774
*
```

How is the electron density shared among the atoms? According to Löwdin, the charges in e are: 0.4243 0.5301 1.7461 -0.6671 -0.0515 -0.3247 -0.0177 -0.1669 -0.0471 -0.0216 0.1412 0.1023 0.0926 0.0886 0.0817 0.0851 0.0475 -0.0425 -0.2551 -0.1562 0.4984 -0.4926 -0.1837 -0.2727 -0.0485 -0.1763 -0.1951 -0.0446 0.0887 0.0753 0.0795 0.1034 0.0632 0.1282 0.0969 0.0774 0.0791 0.0820 0.0950 0.1231 0.0880 0.0806 0.0658

---

No. 6
Formula: C9H23Cl8N5O10
Source: OMol25
Level of theory: ωB97M-V with the def2-TZVPD basis set

Summary:
Molecular weight, g/mol: 644.93
Frontier orbital gap, eV: 10.259
HOMO energy, Eh: -0.3954
SMILES: C[N+](=O)[O-].C[N+](=O)[O-].C[N+](=O)[O-].C[N+](=O)[O-].C[N+](=O)[O-].ClCCl.ClCCl.ClCCl.ClCCl
E, eV: -137795.5421

ORCA input file:
```
! RIJCOSX wB97M-V def2-TZVPD def2/J DEFGRID3
* xyz 0 1
C -1.372 -2.723 -4.617
N -1.011 -2.705 -3.206
O -1.352 -1.792 -2.461
O -0.527 -3.757 -2.797
H -0.619 -2.081 -5.074
H -2.362 -2.266 -4.610
H -1.369 -3.723 -5.050
C 2.676 2.119 2.606
N 2.304 2.772 3.883
O 2.192 2.090 4.886
O 1.968 3.982 3.840
H 2.652 2.775 1.736
H 2.027 1.246 2.532
H 3.742 1.898 2.635
C -0.421 4.133 -3.131
N -1.585 4.797 -2.428
O -2.256 5.572 -3.069
O -1.803 4.543 -1.252
H -0.714 3.654 -4.066
H 0.212 3.476 -2.535
H 0.274 4.947 -3.338
C 5.822 0.273 -0.464
N 4.846 -0.458 0.448
O 5.270 -1.304 1.239
O 3.605 -0.231 0.386
H 5.418 1.282 -0.381
H 5.642 -0.098 -1.473
H 6.834 0.256 -0.060
C -0.931 -2.536 3.998
N -1.646 -3.823 3.671
O -2.792 -3.930 4.022
O -1.062 -4.572 2.845
H -1.005 -1.925 3.098
H 0.095 -2.813 4.239
H -1.419 -2.035 4.834
C 1.597 -4.809 0.875
Cl 1.317 -3.069 1.282
Cl 3.020 -5.017 -0.168
H 1.714 -5.435 1.760
H 0.789 -5.081 0.195
C -0.140 0.191 0.176
Cl 0.245 1.861 -0.318
Cl -1.426 0.033 1.385
H -0.585 -0.374 -0.643
H 0.700 -0.325 0.640
C -4.123 2.214 1.634
Cl -4.860 2.238 3.289
Cl -5.221 2.614 0.324
H -3.271 2.894 1.645
H -3.718 1.253 1.316
C -3.499 0.769 -2.640
Cl -2.026 1.088 -3.644
Cl -4.619 0.046 -3.757
H -3.306 0.109 -1.795
H -3.922 1.754 -2.442
*
```

How is the electron density shared among the atoms? According to Löwdin, the charges in e are: 0.0402 -0.4286 0.0077 0.0649 0.1086 0.0896 0.1062 0.0174 -0.4199 0.0641 0.0368 0.0845 0.0922 0.0955 0.0013 -0.4318 0.0681 0.0327 0.0677 0.0369 0.0949 0.0629 -0.3940 0.0582 -0.0130 0.0896 0.1027 0.0990 0.0196 -0.4164 0.0812 -0.0064 0.0178 0.0883 0.0972 -0.9615 0.5172 0.4944 0.0371 0.0172 -0.9671 0.5618 0.5867 -0.0070 -0.0183 -1.0400 0.4821 0.5247 0.0264 -0.0510 -0.9759 0.4940 0.5294 0.0300 0.0038